DFT (ωB97M-V/def2-TZVPD) results for a 5-piece molecular cluster, C25H25BF4N2O3P overall.

For the gap between HOMO and LUMO, the calculation gives 6.869 eV. The value obtained for the molar mass is 519.3 g mol⁻¹. As for the charge: -1. The calculation puts the LUMO energy at 0.0900 hartree. The value obtained for the HOMO energy is -4.4 eV.

Last column: Mulliken charge in e.
Cartesian coordinates (Å):
N1 -0.416 -0.563 -1.614  -0.64
P1 -0.355 0.201 -3.040  0.59
O1 0.524 1.694 -2.825  -0.55
O2 0.530 -0.795 -4.160  -0.58
B1 -2.121 0.486 -3.753  0.28
N2 -2.926 1.396 -2.808  -0.51
C1 -4.102 0.692 -2.519  0.60
O3 -4.939 -0.214 -1.941  -0.57
H1 0.072 -1.493 -1.662  0.23
H2 -0.091 2.434 -2.519  0.30
H3 -0.110 -1.273 -4.767  0.31
H4 -2.669 -0.579 -3.709  -0.17
H5 -2.118 0.878 -4.875  -0.19
F1 1.473 7.211 -2.519  -0.32
C2 1.765 6.224 -1.662  0.33
C3 2.129 6.537 -0.356  -0.36
C4 2.427 5.509 0.538  -0.43
C5 2.369 4.179 0.114  -0.44
C6 2.008 3.876 -1.199  -0.56
C7 1.699 4.903 -2.090  -0.43
H6 2.176 7.576 -0.047  0.39
H7 2.705 5.743 1.563  0.36
H8 2.606 3.378 0.811  0.37
H9 1.968 2.840 -1.528  0.60
H10 1.407 4.684 -3.112  0.51
F2 -5.553 -0.690 4.655  -0.33
C8 -5.050 -0.377 3.454  0.20
C9 -4.039 0.574 3.361  -0.30
C10 -3.512 0.897 2.111  -0.60
C11 -4.009 0.272 0.965  -0.01
C12 -5.026 -0.677 1.067  -0.30
C13 -5.546 -1.008 2.318  -0.37
H11 -3.672 1.055 4.262  0.39
H12 -2.716 1.633 2.029  0.40
H13 -3.600 0.527 -0.011  0.14
H14 -5.414 -1.159 0.173  0.37
H15 -6.331 -1.750 2.417  0.38
F3 3.589 0.456 0.268  -0.28
C14 3.926 0.294 1.554  0.15
C15 2.935 0.317 2.530  -0.31
C16 3.286 0.144 3.868  -0.38
C17 4.626 -0.039 4.218  -0.40
C18 5.614 -0.055 3.232  -0.35
C19 5.262 0.107 1.893  -0.44
H16 1.901 0.469 2.240  0.56
H17 2.518 0.152 4.638  0.36
H18 4.899 -0.170 5.263  0.34
H19 6.657 -0.194 3.508  0.35
H20 6.016 0.088 1.113  0.40
F4 0.764 -3.110 -1.613  -0.38
C20 0.270 -4.312 -1.286  0.29
C21 0.105 -4.643 0.055  -0.34
C22 -0.414 -5.892 0.395  -0.35
C23 -0.752 -6.802 -0.609  -0.45
C24 -0.577 -6.463 -1.952  -0.36
C25 -0.069 -5.209 -2.292  -0.41
H21 0.380 -3.926 0.822  0.45
H22 -0.554 -6.157 1.440  0.35
H23 -1.152 -7.778 -0.343  0.34
H24 -0.837 -7.174 -2.732  0.34
H25 0.065 -4.926 -3.331  0.41



DFT (ωB97M-V/def2-TZVPD) results for C25H25Cl3I2N4O4S4Tl as an isolated structure.

For the gap between HOMO and LUMO, the calculation gives 6.563 eV. The value obtained for the molar mass is 1138.3 g mol⁻¹. As for the charge: +1. The calculation puts the LUMO energy at -0.1586 hartree. The value obtained for the HOMO energy is -10.9 eV.

Last column: Mulliken charge in e.
Cartesian coordinates (Å):
Tl1 -0.159 -0.842 0.698  0.75
C1 -4.101 0.926 2.621  -1.83
C2 -2.961 0.047 2.224  0.82
N1 -1.801 0.488 1.934  0.31
N2 -1.594 1.835 1.876  -0.47
C3 -0.372 2.271 1.475  0.24
N3 -0.329 3.508 1.013  -0.24
S1 1.025 1.318 1.602  -0.14
C4 -3.090 -1.433 2.124  0.61
C5 -4.207 -2.119 2.573  -0.94
C6 -4.220 -3.505 2.499  -0.64
C7 -3.119 -4.167 1.989  -1.04
C8 -2.049 -3.409 1.541  -0.09
N4 -2.045 -2.084 1.600  0.51
H1 -3.740 1.758 3.226  0.42
H2 -4.851 0.394 3.195  0.55
H3 -4.587 1.332 1.729  0.27
H4 -2.366 2.361 1.462  0.37
H5 -1.183 3.923 0.657  0.34
H6 0.535 3.824 0.595  0.14
H7 -5.056 -1.594 2.982  0.35
H8 -5.083 -4.057 2.846  0.47
H9 -3.084 -5.244 1.924  0.46
H10 -1.165 -3.872 1.119  0.55
I1 -1.311 -2.225 -1.819  0.28
C9 0.196 -3.308 -2.852  -0.90
I2 2.070 -3.324 -1.894  0.09
H11 0.303 -2.802 -3.803  0.42
H12 -0.148 -4.329 -2.956  0.57
O1 0.753 -0.143 -3.094  -0.68
S2 1.298 0.385 -1.821  1.62
C10 3.071 0.210 -1.870  -0.03
C11 3.782 0.034 -0.693  0.21
C12 5.156 -0.150 -0.758  -0.81
C13 5.793 -0.169 -1.991  -0.57
C14 5.064 -0.008 -3.163  -0.71
C15 3.692 0.181 -3.109  -0.49
C16 1.149 2.172 -1.897  0.59
C17 2.084 3.027 -1.324  -0.45
C18 1.875 4.397 -1.396  -0.80
C19 0.736 4.899 -2.019  -0.46
C20 -0.188 4.033 -2.586  -0.73
C21 0.019 2.661 -2.534  -0.59
H13 3.274 0.027 0.265  0.14
H14 5.725 -0.285 0.152  0.46
H15 6.863 -0.319 -2.041  0.41
H16 5.565 -0.033 -4.122  0.43
H17 3.099 0.287 -4.008  0.48
H18 2.975 2.638 -0.850  0.34
H19 2.612 5.073 -0.982  0.43
H20 0.580 5.969 -2.076  0.42
H21 -1.069 4.422 -3.080  0.44
H22 -0.680 1.971 -2.989  0.58
C22 3.258 -3.744 3.374  -0.80
O2 2.227 -2.933 3.958  -0.35
C23 1.340 -2.292 3.212  0.43
S3 0.179 -1.396 3.939  -0.19
S4 1.527 -2.508 1.475  -0.29
H23 3.810 -4.146 4.217  0.25
H24 3.914 -3.140 2.749  0.33
H25 2.823 -4.556 2.791  0.36
Cl1 -3.278 0.656 -3.384  -0.09
C24 -3.847 0.938 -1.733  0.90
Cl2 -5.210 2.041 -1.752  -0.11
Cl3 -4.381 -0.610 -1.002  -0.09
C25 -2.643 1.476 -0.870  -0.57
O3 -2.766 2.607 -0.396  -0.80
O4 -1.692 0.661 -0.770  -0.44



DFT (ωB97M-V/def2-TZVPD) results for C25H25F3N2O4S3 as an isolated structure.

For the gap between HOMO and LUMO, the calculation gives 4.756 eV. The value obtained for the molar mass is 570.7 g mol⁻¹. The calculation puts the LUMO energy at -0.0925 hartree. The value obtained for the HOMO energy is -7.3 eV.

Last column: Mulliken charge in e.
Cartesian coordinates (Å):
C1 3.254 1.061 -2.248  -1.00
N1 3.590 -0.343 -1.971  0.26
C2 2.668 -1.198 -1.560  -0.25
C3 1.294 -0.665 -1.152  0.65
C4 0.459 -1.951 -1.023  -0.51
C5 1.337 -3.187 -1.343  -1.15
C6 2.719 -2.674 -1.760  -0.42
C7 4.873 -0.768 -2.420  0.38
C8 5.531 -1.829 -1.781  -0.21
C9 6.652 -2.408 -2.389  -0.75
C10 7.169 -1.843 -3.563  -0.41
C11 6.575 -0.713 -4.138  -0.71
C12 5.420 -0.165 -3.562  -0.37
H1 4.170 1.650 -2.275  0.53
H2 2.703 1.161 -3.192  0.38
H3 2.633 1.445 -1.431  0.05
H4 0.811 -0.091 -1.967  0.49
H5 -0.068 -2.033 -0.069  0.19
H6 -0.296 -1.905 -1.808  0.30
H7 1.418 -3.859 -0.476  0.35
H8 0.901 -3.761 -2.174  0.28
H9 2.919 -2.887 -2.831  0.35
H10 3.506 -3.198 -1.191  0.34
H11 5.151 -2.210 -0.836  0.66
H12 7.100 -3.291 -1.937  0.40
H13 8.056 -2.296 -4.030  0.36
H14 6.989 -0.258 -5.030  0.39
H15 4.934 0.690 -4.019  0.45
F1 0.522 2.770 -0.665  -0.24
C13 0.350 1.893 0.358  0.74
F2 0.511 2.572 1.519  -0.19
F3 -0.925 1.441 0.299  -0.11
S1 1.526 0.348 0.261  -0.13
N2 -2.968 0.160 2.466  -0.34
S2 -1.910 0.088 3.723  1.09
C14 -2.934 1.273 4.599  0.30
C15 -2.406 2.403 5.228  -0.56
C16 -3.299 3.395 5.644  -0.40
C17 -4.677 3.251 5.408  -0.43
C18 -5.170 2.102 4.768  -0.70
C19 -4.294 1.094 4.410  -0.22
O1 -1.929 -1.180 4.407  -0.70
O2 -0.654 0.724 3.441  -0.66
S3 -3.124 -1.110 1.497  1.15
C20 -3.578 -0.159 0.049  -0.05
C21 -4.740 0.615 0.095  -0.61
C22 -5.150 1.288 -1.052  -0.51
C23 -4.398 1.186 -2.229  -0.57
C24 -3.221 0.435 -2.257  -0.39
C25 -2.797 -0.236 -1.111  0.30
O3 -1.853 -1.766 1.241  -0.66
O4 -4.262 -1.918 1.848  -0.75
H16 -1.330 2.512 5.338  0.41
H17 -2.919 4.301 6.127  0.35
H18 -5.368 4.035 5.725  0.35
H19 -6.222 1.991 4.516  0.38
H20 -4.658 0.207 3.903  0.45
H21 -5.303 0.687 1.028  0.36
H22 -6.058 1.888 -1.020  0.38
H23 -4.718 1.715 -3.122  0.36
H24 -2.628 0.345 -3.167  0.37
H25 -1.883 -0.824 -1.097  0.23



DFT (ωB97M-V/def2-TZVPD) results for C25H25F3NO7PPdS2 as an isolated structure.

For the gap between HOMO and LUMO, the calculation gives 8.839 eV. The value obtained for the molar mass is 710.0 g mol⁻¹. The calculation puts the LUMO energy at -0.0187 hartree. The value obtained for the HOMO energy is -9.3 eV.

Last column: Mulliken charge in e.
Cartesian coordinates (Å):
Pd1 -0.197 0.472 0.455  0.59
O1 -3.081 0.046 1.517  -0.64
S1 -2.204 -0.107 2.639  1.49
O2 -2.641 0.317 3.937  -0.76
O3 -0.821 0.466 2.345  -0.74
C1 -1.867 -1.859 2.750  -0.22
C2 -2.263 -2.547 3.880  -0.53
C3 -2.007 -3.910 3.987  -0.63
C4 -1.344 -4.574 2.969  -0.81
C5 -0.939 -3.880 1.840  -0.22
C6 -1.207 -2.519 1.718  -0.16
P1 -0.740 -1.652 0.204  1.91
C7 0.552 -2.675 -0.523  0.69
C8 0.365 -3.379 -1.710  -0.52
C9 1.392 -4.164 -2.211  -0.88
C10 2.599 -4.238 -1.537  -0.45
C11 2.790 -3.526 -0.361  -0.78
C12 1.773 -2.741 0.145  -0.26
C13 -2.167 -1.722 -0.897  0.37
C14 -2.404 -0.676 -1.778  -0.58
C15 -3.487 -0.735 -2.640  -0.78
C16 -4.332 -1.834 -2.621  -0.51
C17 -4.097 -2.879 -1.741  -0.76
C18 -3.016 -2.825 -0.876  -0.23
H1 -2.760 -2.002 4.669  0.58
H2 -2.320 -4.447 4.871  0.40
H3 -1.134 -5.632 3.051  0.43
H4 -0.407 -4.399 1.052  0.50
H5 -0.573 -3.313 -2.241  0.42
H6 1.250 -4.709 -3.134  0.39
H7 3.401 -4.845 -1.934  0.38
H8 3.740 -3.569 0.153  0.41
H9 1.930 -2.164 1.049  0.36
H10 -1.748 0.183 -1.793  0.59
H11 -3.674 0.084 -3.321  0.42
H12 -5.181 -1.874 -3.290  0.39
H13 -4.760 -3.733 -1.720  0.41
H14 -2.846 -3.635 -0.177  0.42
O4 -0.346 2.592 0.267  -0.52
C19 0.269 3.573 0.716  0.55
C20 -0.319 4.961 0.640  -1.06
C21 0.468 5.900 -0.306  -0.63
C22 1.832 5.372 -0.752  -0.37
C23 2.868 5.245 0.365  -0.51
C24 2.310 4.567 1.619  -0.92
N1 1.461 3.426 1.308  0.03
H15 -0.343 5.371 1.652  0.41
H16 -1.350 4.847 0.314  0.31
H17 0.586 6.874 0.175  0.28
H18 -0.137 6.066 -1.198  0.38
H19 2.228 6.033 -1.525  0.46
H20 1.704 4.399 -1.226  0.05
H21 3.236 6.233 0.656  0.38
H22 3.721 4.680 -0.010  0.32
H23 1.723 5.276 2.207  0.27
H24 3.110 4.212 2.268  0.43
H25 1.918 2.537 1.152  0.27
F1 4.107 0.191 -2.897  -0.21
C25 2.781 0.038 -2.868  0.29
F2 2.256 0.651 -3.927  -0.22
F3 2.511 -1.265 -2.959  -0.10
S2 2.098 0.761 -1.315  0.94
O5 2.362 2.171 -1.392  -0.47
O6 2.734 0.069 -0.242  -0.62
O7 0.638 0.417 -1.447  -0.44



| no. | maximum force (hartree/bohr) |
| --- | --- |
| 1 | 0.193 |
| 2 | 0.013 |
| 3 | 0.069 |
| 4 | 0.017 |